Entry 1:
The following is a quantum chemistry calculation of 6 unconnected molecules or ions with the total composition C48H64N11O3, from the Open Molecules 2025 dataset.

Calculated values
Frontier orbital gap in eV: 6.8

ORCA input file:
```
! wB97M-V def2-TZVPD RIJCOSX def2/J DEFGRID3
* xyz 7 1
C 0.66106 7.37732 -0.36249
C 8.49962 -1.86655 -6.81042
H -3.10417 1.65352 -2.26692
N -4.15938 1.96915 2.48396
H -0.52557 -4.25559 2.78461
O 0.34585 -1.10279 0.68225
N 7.96584 -1.07614 -5.69609
C -3.17313 1.51717 1.68486
H 1.30465 0.71935 6.30790
O -0.06418 1.01539 0.51469
C -0.10301 0.39639 9.25499
N -2.40080 -9.16098 -4.23864
C -0.51010 -8.13779 -3.22356
H 8.72826 1.19798 -1.79509
C -1.32001 -7.54804 -2.27754
H -0.28124 -3.44789 -0.26338
H 6.63304 -1.57222 -2.59973
C -0.93110 8.43082 -1.37452
C -0.83468 -6.68367 -1.16120
N -0.01885 0.60027 7.94781
H -3.67752 1.21307 -4.62319
H 4.29125 2.53935 -0.36550
C -4.35146 0.92567 -3.79883
C -6.25643 0.22143 -1.95371
H -3.49457 -10.98847 -4.81400
H -2.32837 -10.51021 -6.01266
H 1.12545 9.82976 0.77624
C -0.80100 9.45397 1.89487
C 5.43350 1.47885 -1.87410
H -0.43040 -8.33361 0.11465
H -1.14726 6.96220 -2.94283
C -2.72242 -7.79489 -2.32829
C -4.03825 1.16690 -2.49463
H -3.83671 -9.58823 -5.70689
C -1.09232 -8.94585 -4.22680
C -1.32362 -0.00415 9.53848
H -6.38006 1.42846 -5.92277
C -1.22024 0.33171 7.38321
N -0.01583 -5.10495 0.96863
C 0.05285 9.65233 0.67680
C 6.05131 3.32339 1.32679
C 0.88383 5.35606 -1.69603
H -1.58312 9.27078 -1.54693
H -4.40145 -2.46611 8.45028
C -5.96435 0.43448 -5.65895
N -0.06365 8.43356 -0.31600
C -4.74437 1.18857 -0.08916
C 0.34064 -4.22677 2.12850
H 0.20030 -6.89189 2.06637
H 1.30036 -4.50336 2.49836
C -0.65328 7.33599 -2.07233
H 8.51942 0.55033 -6.64267
H -5.11460 0.10456 -6.23192
H 2.04588 0.90643 7.87529
H -6.75021 -0.28483 -5.70814
H 1.81821 5.27017 -1.17842
H -3.39880 -7.35102 -1.57200
H -6.97009 -0.20423 -1.26408
H -0.91997 -4.85685 -2.27775
N -0.19244 -0.15437 0.09503
H 7.38624 -2.79243 -4.54199
C -6.52005 0.13123 -3.27415
H -4.01267 0.02187 8.74660
C -5.44558 2.05011 2.03310
C -0.70941 -5.31181 -1.27445
C -3.23918 -8.64955 -3.28782
C -3.02607 -10.10702 -5.25846
H 6.63129 2.89277 2.16854
H 1.43270 7.14564 0.32881
H -4.28007 -8.86160 -3.36662
C -0.26586 -4.53554 -0.21257
H -3.05863 -2.15355 9.49942
H -7.41997 -0.29768 -3.69240
H 1.09893 2.21519 7.12247
H 6.27199 4.38282 1.06238
C 6.73357 1.18418 -2.29922
H -0.30615 10.48203 0.05066
H -3.69065 -0.35153 7.12118
C -3.79328 2.53026 3.79471
C -0.15516 -6.45702 1.14090
H -0.47853 8.66391 2.51173
H 0.41042 -3.22447 1.65113
H -0.51592 -9.54738 -4.93421
H 0.79264 0.46653 9.81244
H 0.15624 4.59207 -1.37749
C 8.03512 0.24649 -5.73206
C 7.73069 1.51166 -1.47368
H 4.59030 1.09992 -2.47663
H -3.58568 3.58733 3.64497
C 7.35911 -1.72053 -4.59596
H -2.12824 1.50355 2.03206
N -2.01421 -0.09425 8.35844
C -5.77959 1.59288 0.79147
C 7.55699 2.22232 -0.29616
C -3.37784 -2.06543 8.46188
H -2.76157 -2.66227 7.76062
N 0.29819 6.63446 -1.40325
H 9.49235 -2.16468 -6.43995
C 1.17967 1.15777 7.27447
C 7.66083 1.06759 -4.65313
H 0.57248 -8.12247 -3.24984
C -5.04672 0.83693 -1.54032
C -3.43499 1.10895 0.38314
C -3.39401 -0.59875 8.14050
C 6.93337 -0.96530 -3.51569
H -2.63897 0.73931 -0.26866
H -6.79432 1.57041 0.45974
H -2.97034 2.01395 4.25382
H 7.83985 2.13353 -4.79174
H -1.86681 -0.28424 10.37474
N -5.53869 0.46390 -4.21461
H -1.86166 9.35606 1.66755
N 6.28843 2.56629 0.04067
C 7.08510 0.43896 -3.53754
H 8.36932 2.52237 0.36931
H -4.70796 2.50057 4.40133
C 5.24461 2.19706 -0.71147
H -6.20859 2.36921 2.72857
H 5.03032 3.22151 1.61638
H 7.87219 -2.76209 -7.01699
H -1.44834 0.47367 6.36357
H 1.11880 5.29318 -2.75102
C -0.51762 -7.26014 0.07938
H -0.68717 10.32710 2.50936
H 8.61308 -1.33908 -7.77536
O -1.00666 -0.38065 -0.85901
*
```


Entry 2:
The following is a quantum chemistry calculation of a molecular structure, C48H65IrN5O2PS, from the Open Molecules 2025 dataset.

Calculated values
Frontier orbital gap (spin up / spin down) in eV: 6.8 / 6.0

ORCA input file:
```
! wB97M-V def2-TZVPD RIJCOSX def2/J DEFGRID3
* xyz 1 2
H 1.54658 3.58827 -2.59336
H -2.42950 0.55875 5.77143
C 1.27234 -0.42349 -1.64062
C -1.63909 -0.13102 3.91385
H -5.19410 3.79115 0.35659
H 0.11185 1.58699 -2.51260
C 4.81535 -2.08830 5.89373
C -0.44280 -3.41188 -0.80178
C -3.80518 -1.45188 -4.53298
C 0.23131 4.86431 -1.44332
C 0.47716 3.69750 -2.39303
H 0.48460 2.15791 -0.89041
H -2.11246 2.62777 -2.40985
H -5.23084 0.68297 2.51936
C 2.59472 -0.75850 1.68477
H -1.44748 5.80796 -0.46177
C 2.54965 -0.38789 0.26323
C 5.99042 -2.48816 3.73448
C 5.69355 -0.14452 4.60293
H 6.00224 1.36813 -1.01683
H 6.26465 -2.10271 2.75072
H 0.38366 -1.71361 3.87780
N 1.35961 -0.54175 -0.31683
H 4.07829 -0.15727 -4.58570
C 4.74666 0.69047 -2.67490
C -0.06258 2.39486 -1.80553
H -3.39952 0.91131 -2.81851
H -4.88522 -0.64187 -1.96152
H 5.80588 0.16206 -4.47794
H -4.20826 0.18649 0.19997
C -3.79944 1.19564 0.06497
C -2.60604 -0.04854 4.89487
H -6.73687 1.20555 0.85245
C -1.26086 4.98569 -1.15525
H -5.06152 2.35211 3.04334
N -2.02673 -2.28451 0.61537
N 1.41147 -1.03229 2.23178
C 2.13970 -4.08193 -1.28340
H 5.02517 0.54571 5.12194
S -0.25621 1.42054 1.58921
C -3.14918 -2.31680 1.38087
H 3.48706 2.14201 -3.71611
C 2.34919 -0.08622 -2.43144
C -1.80557 -0.41410 -3.32397
H -1.35625 3.51877 0.41144
P -2.18125 0.85011 -0.77891
H 0.30192 -0.61766 -2.06984
H 6.90901 -2.62215 4.30790
H 2.21167 -0.01960 -3.50200
H -0.92461 -4.24220 -2.70888
C -3.88179 -1.06304 -2.05295
H 5.76730 -2.14735 6.42195
H 5.21259 2.54056 -3.70619
C -3.79050 -0.75267 4.73341
H 2.38806 -2.09703 5.23937
C -1.56104 2.48763 -1.47181
H 6.84892 1.11104 -2.53555
H 0.77299 4.69346 -0.50631
H 3.17516 -4.36774 -1.41397
N 0.46692 -3.10667 0.11862
H 2.43665 -3.29597 0.69508
H -2.89524 3.82517 -0.39991
H 5.52674 -3.46839 3.60475
H -3.38509 2.83549 1.43387
C -3.97299 -1.49083 3.57776
H 0.60547 5.79149 -1.88090
H -0.01775 3.90303 -3.34925
H 5.11547 -1.23087 -3.63520
H 4.23975 2.76701 -2.24222
C -2.44312 -0.75021 -4.68200
H -4.87287 -2.05446 3.37630
C -3.90497 -2.11869 -3.16803
C -5.71000 2.88753 0.01768
H 1.48223 -4.77433 -3.21280
C -4.77538 2.01122 -0.82583
C -2.87303 0.07681 -2.34292
H -6.96881 2.69136 1.75892
H 6.35592 -0.28506 -1.57491
C -2.95841 -1.52100 2.63853
H 4.59655 0.17367 0.04754
C -1.88328 -3.20143 -0.40508
H 4.15404 -1.44141 6.47401
H -1.03998 0.34516 -3.48722
C 2.49930 -1.69571 4.24310
C 4.93930 -0.19041 -3.91721
H -0.70849 0.41264 3.99282
H 6.62375 -0.21409 5.16890
H -3.94190 -2.18643 -5.32691
C -5.07223 1.70282 2.16477
H -4.55777 -0.72246 5.49611
C 3.74767 -1.39123 3.71037
C -6.22737 2.10145 1.21927
O -4.19351 -2.89784 1.18387
C 3.66011 0.00481 -0.46141
C -1.82519 3.69426 -0.55735
C 3.76612 -0.92013 2.39811
Ir -0.42219 -0.78556 1.02301
H -2.56486 0.17298 -5.25326
H -1.31959 -1.30084 -2.90070
C 3.58172 0.18262 -1.83867
H -1.75372 -1.38432 -5.24547
H 5.92252 0.27705 3.62246
H -4.82508 -2.69715 -3.08113
H 4.71125 -0.70151 1.92161
C 4.39664 2.12512 -3.11223
C 1.36406 -1.49291 3.47936
C -0.12907 -4.01366 -2.01256
C -3.70415 1.79427 1.47362
H -6.54558 3.21219 -0.60495
C 1.19417 -4.32391 -2.27127
H -5.38877 1.32054 -1.40727
H 4.39034 -3.09428 5.86039
H -1.78861 5.21508 -2.08822
H -4.23959 2.64054 -1.53862
C 6.06102 0.71828 -1.89274
H -4.61682 -0.72431 -4.63256
H -3.08615 -2.82649 -3.03942
O -2.73507 -3.88186 -0.93205
C 1.72895 -3.48009 -0.10762
C 5.04939 -1.53620 4.48687
H -3.66247 -1.56211 -1.11229
N -1.80480 -0.86751 2.81083
H -2.95600 1.25873 2.05793
*
```


Entry 3:
The following is a quantum chemistry calculation of a molecular structure, C48H68Br9N3O12, from the Open Molecules 2025 dataset.

Calculated values
Frontier orbital gap in eV: 3.4

ORCA input file:
```
! wB97M-V def2-TZVPD RIJCOSX def2/J DEFGRID3
* xyz 0 1
H -0.83121 1.63181 0.53860
Br -4.30184 -4.40239 8.13859
C 0.62136 1.32252 -1.93272
H -0.36720 -0.02731 -3.48350
H -3.22182 0.50232 0.70465
C 0.90604 7.00134 -1.22047
C 2.69234 0.31186 -8.15499
O -2.66932 7.71013 -0.78712
C 3.02459 1.46686 -7.42627
Br 6.75878 -10.54603 3.28803
H -1.08587 1.56683 -3.28662
C 5.38977 0.66586 -7.11581
C 0.88030 0.20922 -0.92095
C -4.97761 3.42583 -7.56161
N -0.54530 -0.17300 -0.48818
C -2.42944 0.29207 1.42300
H -3.00293 2.15670 2.25279
C -1.51910 0.16515 -1.64056
H 0.50204 2.30146 -1.46843
H 6.43397 0.85042 -6.91083
Br -0.71294 -11.04348 1.34106
C -8.05151 -3.60475 0.61670
C -5.88243 2.48727 -5.14031
H 9.43933 -1.37967 -1.54826
C 0.31701 6.76237 1.11366
H 0.62704 6.68805 2.14554
H 0.52330 -4.52345 0.47162
H 3.45977 -1.73233 -8.58270
Br -1.47684 -3.13931 6.97905
C 0.53158 -2.25795 0.83004
H -8.99735 -5.28891 1.55936
H -0.37819 5.44817 11.88469
C -0.96854 0.59204 0.83544
O 6.96423 -1.91109 -0.87477
C 9.26013 -1.80508 -0.57188
C 8.93239 -2.71578 2.03689
N 0.37430 5.66063 8.90284
H 1.68482 0.20490 -8.52900
H 3.75888 0.27637 4.08145
Br 3.98480 -8.91596 4.00746
H -10.76068 -6.17588 0.53079
H 3.97807 2.05304 6.31158
C 0.25723 6.15109 10.13678
C -4.86426 3.41293 -5.15212
C -3.35963 -3.60205 6.54414
C 4.30146 1.64878 -6.92710
H -0.24025 4.86663 8.79340
O 2.11629 2.50200 -7.45357
H 1.41814 -0.65193 -1.31748
H -0.97246 1.96975 3.37357
H -0.74790 7.55672 -2.51113
H -0.36240 -3.93490 1.97272
H -2.53164 -0.75060 1.72384
C -2.74737 1.16515 2.62643
O 0.88350 7.07173 10.56976
C -0.43550 7.38521 -1.49163
H 6.86658 -2.68621 1.71410
C -4.41134 3.87674 -6.39163
H -8.72054 -2.58568 -2.55948
H 2.47685 2.48869 3.66756
H -7.28831 2.34095 -3.78118
C -8.80629 -3.12964 -1.63042
H -3.29536 7.46500 -0.10189
Br 0.34095 -9.16618 -1.08768
C 10.40603 -1.95069 0.24332
O -7.10800 -1.81761 -0.48380
H 8.79565 -2.95116 3.08202
C 8.00257 -2.01066 -0.05669
H -7.13110 -1.18829 -1.20838
H -10.28433 -4.47336 -2.44779
H -7.18723 1.23109 -6.40247
H 4.50467 -10.66988 2.23704
C -8.00165 -2.81631 -0.50389
C 7.82584 -2.52784 1.24384
C 4.23467 1.14735 3.63076
H 1.04724 5.97591 8.21883
C 0.41994 -3.75313 1.23584
H -4.28027 4.81368 -8.73616
H 2.81936 6.07122 1.27110
C -1.23261 -10.00938 -0.32560
H 1.25062 -4.03824 1.88143
C -9.81642 -4.88746 -0.39008
H 4.29827 1.01001 2.55132
H 11.36811 -1.81721 -0.22888
H -2.24941 1.66774 4.65717
H 4.60678 2.57686 -6.46681
C -1.73496 1.29912 3.76972
Br -3.74429 -4.89856 5.01407
O -4.44296 3.86757 -8.73921
H 1.57262 -2.00904 0.62414
H 2.59725 3.31001 -7.26018
H 11.95766 -2.16478 2.04816
C -0.57622 0.76028 -2.75954
O 2.59571 6.44405 0.41518
H 0.23052 -1.79227 1.76845
C 4.85239 -10.54586 3.26261
H 6.77078 -1.06001 -7.92392
C 10.16028 -2.37179 1.54584
H 7.02016 -1.54140 -1.75896
C 3.64816 -0.78313 -8.10319
H -1.71365 7.14564 1.69207
O 4.05077 3.68132 4.02020
C -0.56374 -1.78591 -0.20588
H 2.50460 2.86257 6.13847
H -1.74286 -10.65092 -1.04405
O 5.94389 -1.47710 -8.17669
O -10.84310 -5.70401 -0.30116
H -1.32958 0.30765 3.97157
H -6.08895 1.91818 -8.49496
O -6.44066 1.96096 -4.02342
Br -2.53629 -8.48472 0.00345
C 3.44638 2.40754 4.15900
H 1.46333 1.55251 -2.58565
H -3.65985 0.74997 3.05433
C 1.28759 6.66650 0.11658
Br 4.27389 -12.05170 4.31787
C -6.40046 1.96661 -6.32245
H -0.78014 4.55842 10.49574
C 3.08150 2.05283 5.69168
H -1.89928 -0.75796 -2.07809
C -5.84928 2.39456 -7.55580
C -1.01609 7.08810 0.86957
H 1.59327 6.93254 -2.05075
H -3.61184 4.59846 -6.31208
C -8.93836 -4.66433 0.68025
H 1.41449 0.55796 -0.03713
N -0.41086 5.41830 10.87566
H 5.23893 1.11042 4.05292
O 11.17375 -2.61080 2.37701
H -4.45106 3.94388 -4.30729
C -1.35575 7.43991 -0.42022
H -3.85371 -2.64198 6.39500
H -1.58291 -1.97063 0.13366
H -0.17073 0.31446 1.52431
H -2.27981 0.86172 -1.28811
H -0.42292 -2.33939 -1.13428
C 5.02381 -0.55555 -7.74690
C -9.74143 -4.17180 -1.56421
H -7.25794 -3.35929 1.30691
H 2.50679 1.13322 5.80176
*
```


no.,F_max (eV/Å),E_tot (a.u.)
1,3.8,-2692.64529
2,4.2,-3136.06301
3,10.0,-26102.70066